{
  "formula": "C48H47BiF5N7O6S3Se2",
  "method": "wB97M-V/def2-TZVPD",
  "symbols": ["Bi", "C", "C", "N", "C", "C", "C", "S", "N", "C", "O", "C", "C", "C", "C", "C", "C", "H", "H", "H", "H", "H", "H", "H", "H", "H", "H", "H", "H", "H", "H", "H", "O", "C", "C", "C", "O", "C", "Se", "C", "Se", "H", "H", "H", "H", "H", "H", "H", "H", "H", "H", "O", "C", "C", "N", "C", "C", "O", "N", "C", "N", "H", "H", "H", "H", "H", "H", "H", "F", "C", "C", "C", "F", "C", "F", "C", "F", "C", "F", "S", "C", "C", "C", "N", "C", "C", "C", "C", "C", "N", "C", "C", "H", "H", "H", "H", "H", "H", "H", "H", "C", "C", "O", "S", "C", "C", "C", "C", "C", "C", "C", "C", "H", "H", "H", "H", "H", "H", "H"],
  "positions_angstrom": [[-0.241002, -0.014159, -0.534660], [-0.819231, 5.882960, 3.274535], [0.280883, 5.127553, 2.537537], [0.289889, 3.712536, 2.897969], [1.206082, 3.340515, 3.959326], [2.670664, 3.392880, 3.524254], [-0.551972, 2.840417, 2.274127], [-0.561788, 1.191444, 2.777325], [-1.317928, 3.441778, 1.359002], [-2.001151, 2.877661, 0.360254], [-2.149456, 1.682137, 0.050714], [-2.704140, 3.891552, -0.516325], [-3.242896, 3.476593, -1.728025], [-3.890058, 4.383153, -2.555922], [-4.030203, 5.707790, -2.165808], [-3.503371, 6.125611, -0.949742], [-2.832433, 5.224250, -0.136572], [-0.823261, 6.939669, 2.994295], [-0.684536, 5.811108, 4.356872], [-1.785997, 5.448014, 3.020432], [1.261733, 5.537042, 2.782803], [0.136988, 5.195028, 1.462184], [0.949630, 2.330278, 4.262280], [1.033144, 4.007936, 4.813444], [2.773841, 2.973153, 2.520803], [3.291469, 2.821337, 4.218268], [3.054381, 4.415195, 3.492165], [-3.138810, 2.439120, -2.013628], [-4.285673, 4.053304, -3.509188], [-4.540680, 6.415005, -2.809453], [-3.614483, 7.157547, -0.636983], [-2.401091, 5.535225, 0.805253], [3.480553, 2.204920, -4.910832], [2.520175, 3.210139, -4.581022], [1.681024, 2.759796, -3.381751], [0.632930, 3.856359, -3.162535], [-0.268564, 4.000248, -4.267349], [1.022619, 1.420655, -3.783442], [-0.726814, 0.959308, -2.972625], [2.638104, 2.612386, -2.168866], [1.902750, 3.084641, -0.388201], [3.996841, 2.513150, -5.658679], [1.853721, 3.397567, -5.430256], [3.023834, 4.150767, -4.322178], [1.136991, 4.818009, -3.040715], [0.082271, 3.658090, -2.245745], [-0.846643, 3.226223, -4.228791], [1.693567, 0.583273, -3.615081], [0.780291, 1.441708, -4.846856], [3.498549, 3.264533, -2.317850], [3.008345, 1.591743, -2.099069], [-3.910357, 1.188742, 2.983252], [-3.277623, 0.406966, 2.456019], [4.693085, -1.377759, 2.753654], [4.830277, -1.129030, 1.345600], [5.765858, -1.814427, 0.496181], [5.449198, -1.178669, -0.871751], [6.031954, -1.496438, -1.891654], [4.441252, -0.272043, -0.721604], [4.088295, -0.290421, 0.562655], [3.081899, 0.412895, 1.057611], [5.682054, -1.427032, 3.215917], [4.167724, -2.317458, 2.957149], [4.145160, -0.566027, 3.229850], [5.601115, -2.894925, 0.459720], [6.803590, -1.620403, 0.782626], [2.652945, 1.210760, 0.539295], [2.844695, 0.356969, 2.032424], [1.219687, -2.466101, 1.020130], [1.360765, -2.847755, -0.274873], [0.909611, -2.038532, -1.297168], [1.126534, -2.540638, -2.564575], [0.734574, -1.865493, -3.657249], [1.752413, -3.754066, -2.809022], [1.923254, -4.208805, -4.060933], [2.193545, -4.520004, -1.749236], [2.806507, -5.696641, -1.960314], [1.992390, -4.062512, -0.463462], [2.419839, -4.806609, 0.585219], [-0.270985, -5.781195, 5.120362], [-0.754253, -4.568328, 3.899974], [-1.124765, -4.964032, 2.624410], [-1.367584, -3.970818, 1.684398], [-1.262597, -2.677177, 1.945161], [-0.946527, -2.307884, 3.182704], [-0.688289, -3.216962, 4.200287], [1.486404, -5.742526, 4.807000], [2.020180, -6.108895, 3.579482], [3.393806, -6.036875, 3.407111], [4.242193, -5.648957, 4.359947], [3.716930, -5.306860, 5.532768], [2.357187, -5.336077, 5.807629], [-1.210541, -6.011053, 2.366056], [-1.641515, -4.228337, 0.666101], [-0.869906, -1.240125, 3.350015], [-0.416011, -2.880212, 5.191601], [1.383522, -6.435996, 2.769277], [3.836221, -6.306808, 2.455056], [4.418988, -4.981877, 6.293628], [1.979512, -5.041756, 6.777562], [-7.087962, -6.764139, -6.343394], [-6.370974, -5.746128, -5.486217], [-5.514284, -5.016979, -5.896291], [-6.950502, -5.760137, -3.791085], [-5.819130, -4.643162, -3.012332], [-4.772223, -5.154404, -2.252471], [-3.833349, -4.297103, -1.707233], [-3.922795, -2.913782, -1.904676], [-4.991612, -2.417596, -2.659865], [-5.930439, -3.271755, -3.209365], [-2.915271, -2.039393, -1.395148], [-2.037661, -1.315724, -0.972986], [-7.221806, -6.356870, -7.343844], [-8.047315, -7.044777, -5.911055], [-6.460845, -7.653885, -6.415004], [-4.690647, -6.223978, -2.105977], [-2.995050, -4.690461, -1.148810], [-5.057543, -1.350960, -2.826973], [-6.740399, -2.879155, -3.810299]],
  "forces_ev_per_a": [[-0.07, 0.11, 0.03], [0.02, -0.02, 0.01], [-0.12, -0.10, -0.09], [0.03, 0.08, 0.03], [-0.01, -0.03, -0.03], [-0.09, 0.03, -0.08], [0.19, -0.14, 0.14], [0.34, 0.18, -0.22], [-0.13, 0.06, -0.09], [-0.07, 0.04, 0.25], [0.33, -0.15, -0.02], [-0.06, 0.02, 0.07], [-0.07, 0.01, -0.05], [-0.02, 0.01, 0.02], [0.03, 0.00, 0.01], [-0.02, -0.02, -0.01], [-0.02, 0.02, 0.00], [0.02, -0.01, 0.02], [-0.01, 0.03, 0.01], [0.00, 0.01, 0.01], [0.01, 0.00, -0.03], [0.10, 0.09, -0.01], [-0.04, 0.02, 0.05], [0.01, -0.01, 0.01], [0.04, 0.00, 0.03], [0.02, 0.02, 0.03], [0.02, -0.04, -0.04], [0.03, 0.01, 0.02], [0.00, 0.00, 0.00], [0.00, 0.00, -0.01], [0.03, 0.01, -0.01], [0.02, -0.01, -0.02], [-0.01, -0.01, 0.02], [-0.04, -0.02, -0.08], [0.16, -0.12, -0.07], [-0.02, 0.05, -0.05], [0.14, -0.06, -0.10], [-0.12, 0.11, 0.31], [0.10, -0.03, -0.19], [-0.33, 0.16, 0.17], [-0.20, -0.23, 0.05], [0.00, 0.01, 0.00], [0.01, 0.00, -0.02], [0.01, -0.02, 0.02], [-0.03, 0.02, 0.00], [0.01, -0.02, 0.02], [-0.10, 0.09, 0.09], [0.07, 0.03, -0.05], [-0.01, -0.07, 0.00], [0.02, -0.05, -0.04], [0.11, 0.03, -0.14], [0.21, -0.12, -0.21], [-0.62, -0.06, 0.17], [-0.07, -0.07, -0.10], [0.01, 0.01, 0.10], [0.00, 0.02, 0.00], [-0.06, -0.02, -0.02], [0.05, 0.04, 0.05], [-0.04, -0.01, 0.01], [-0.01, -0.13, -0.08], [-0.07, -0.03, 0.17], [-0.01, 0.00, 0.02], [0.00, 0.01, 0.02], [0.02, -0.01, 0.03], [-0.02, -0.01, 0.02], [0.01, -0.03, -0.02], [0.14, 0.06, -0.18], [-0.05, -0.06, -0.01], [0.23, 0.15, -0.06], [0.11, 0.10, 0.01], [0.09, -0.03, 0.16], [-0.01, 0.06, -0.02], [0.01, -0.03, 0.00], [-0.05, -0.01, -0.05], [0.04, 0.00, -0.02], [0.02, -0.05, 0.04], [-0.02, 0.00, -0.02], [0.06, -0.11, 0.13], [-0.04, 0.07, -0.11], [0.02, 0.00, -0.02], [0.07, -0.11, 0.03], [-0.04, 0.06, -0.01], [-0.04, -0.03, -0.03], [-0.23, 0.13, 0.08], [0.01, -0.01, -0.08], [0.03, 0.00, -0.06], [-0.01, 0.00, 0.04], [0.00, 0.00, 0.03], [0.04, -0.01, 0.01], [-0.02, 0.02, 0.00], [-0.01, -0.04, -0.01], [0.02, -0.03, 0.03], [0.03, 0.00, 0.00], [0.01, 0.02, -0.01], [-0.05, -0.01, 0.07], [0.02, 0.01, -0.01], [0.01, 0.06, -0.03], [-0.04, 0.02, -0.01], [-0.01, -0.01, 0.02], [0.01, 0.04, -0.01], [-0.01, 0.01, 0.00], [-0.05, 0.04, 0.12], [0.04, -0.03, -0.05], [-0.03, -0.01, 0.03], [0.04, -0.06, -0.13], [0.00, 0.06, -0.01], [-0.03, 0.01, -0.01], [0.08, -0.03, -0.08], [-0.03, 0.04, 0.00], [0.03, 0.00, 0.05], [0.01, 0.02, 0.16], [-0.07, 0.04, -0.11], [-0.01, 0.01, 0.01], [0.00, -0.02, -0.03], [0.00, 0.00, 0.02], [0.03, 0.00, -0.02], [-0.03, -0.01, 0.03], [0.00, 0.00, 0.01], [0.00, 0.00, 0.00]],
  "charge": -2,
  "lumo_ev": 3.1,
  "gap_ha": 0.1796
}

=====

{
  "formula": "C48H47F6N5O4P2S4Tc",
  "method": "wB97M-V/def2-TZVPD",
  "symbols": ["Tc", "C", "C", "C", "C", "C", "C", "C", "C", "S", "C", "N", "C", "C", "C", "C", "C", "C", "C", "C", "H", "H", "H", "H", "H", "H", "H", "H", "H", "H", "H", "H", "H", "H", "H", "H", "F", "C", "F", "F", "S", "O", "O", "N", "S", "O", "O", "C", "F", "F", "F", "C", "N", "P", "C", "C", "C", "C", "C", "C", "C", "C", "C", "C", "C", "C", "P", "C", "C", "C", "C", "C", "C", "C", "C", "C", "C", "C", "C", "H", "H", "H", "H", "H", "H", "H", "H", "H", "H", "H", "H", "H", "H", "H", "H", "H", "H", "H", "H", "H", "H", "H", "S", "C", "N", "C", "C", "C", "N", "H", "H", "H", "H", "H", "H", "H", "H"],
  "positions_angstrom": [[-0.292851, 0.303369, -0.140593], [-6.198402, -2.483089, 2.336826], [-4.792366, -3.096992, 2.388382], [-4.788249, -4.292842, 3.352665], [-4.430264, -3.610166, 0.993707], [-3.816548, -2.033795, 2.889096], [-3.933669, -1.573034, 4.218592], [-3.063419, -0.661044, 4.768343], [-2.042678, -0.167269, 3.958162], [-0.704411, 0.851337, 4.384935], [-0.102119, 0.716160, 2.793305], [-0.851959, 0.027158, 1.968328], [-1.953174, -0.543039, 2.620613], [-2.825856, -1.496472, 2.087256], [1.241900, 1.174855, 2.351694], [2.339436, 0.159513, 2.766677], [3.266704, 2.419236, 2.925508], [3.351713, 3.233030, 1.609217], [3.086493, 2.449270, 0.291846], [1.308146, 1.264690, 0.788176], [-6.917214, -3.229769, 1.995447], [-6.228571, -1.638053, 1.648453], [-6.520090, -2.137038, 3.320182], [-5.457086, -5.069013, 2.978773], [-5.129183, -4.022278, 4.351368], [-3.787634, -4.724105, 3.443416], [-5.142255, -4.382405, 0.701164], [-3.433486, -4.061168, 0.975078], [-4.473232, -2.823210, 0.242445], [-4.726165, -1.962978, 4.842613], [-3.159162, -0.353613, 5.800753], [-2.698583, -1.822022, 1.065840], [2.116306, -0.716933, 3.360607], [3.732841, 2.951918, 3.750764], [4.118594, 3.998430, 1.541281], [3.686686, 2.755669, -0.560769], [-2.965538, 1.572163, -2.869582], [-4.004677, 0.864562, -2.419706], [-4.168951, -0.194162, -3.195392], [-5.087279, 1.616572, -2.433156], [-3.673354, 0.285307, -0.698634], [-2.326899, -0.308758, -0.802179], [-4.736957, -0.604789, -0.401274], [-3.717749, 1.542289, 0.229752], [-2.540553, 2.492919, 0.611975], [-2.401480, 2.673891, 2.015801], [-1.301404, 2.210868, -0.151471], [-3.048836, 4.121880, -0.090078], [-3.262957, 4.000455, -1.397170], [-2.066383, 4.987426, 0.116120], [-4.149704, 4.527879, 0.505885], [2.858036, -0.025466, -3.688428], [2.346564, 0.375608, -2.355354], [3.180239, -0.085233, -0.993993], [4.941686, 0.002880, -1.308676], [5.538749, 1.110439, -1.920652], [6.912184, 1.147975, -2.077546], [7.693167, 0.087515, -1.630007], [7.104601, -1.015325, -1.030597], [5.727708, -1.063602, -0.873039], [2.795402, 0.916755, 0.475069], [3.365261, 0.166151, 1.667262], [3.608251, 0.951659, 2.932250], [1.723335, 2.544063, 2.889007], [1.826310, 3.545260, 1.716034], [1.572128, 2.760472, 0.419299], [0.698065, 0.948316, -2.272665], [0.905667, 2.696767, -2.700827], [-0.233040, 3.500836, -2.745751], [-0.120703, 4.852093, -3.027366], [1.126436, 5.412761, -3.271190], [2.260795, 4.615511, -3.242718], [2.151004, 3.262316, -2.957086], [-0.140985, 0.246193, -3.708615], [-0.117780, 0.908941, -4.939481], [-0.774612, 0.369072, -6.031873], [-1.462106, -0.831310, -5.906123], [-1.494218, -1.491658, -4.686785], [-0.839928, -0.955788, -3.588572], [2.735723, 0.805407, -4.382163], [2.301001, -0.883309, -4.061466], [3.912991, -0.275066, -3.623095], [4.936958, 1.935715, -2.278009], [7.377056, 2.002333, -2.550534], [8.766839, 0.122145, -1.756977], [7.715045, -1.841856, -0.693905], [5.265978, -1.933445, -0.421004], [3.993577, -0.702303, 1.510762], [4.392160, 0.584900, 3.579646], [1.226520, 2.859268, 3.805709], [1.425133, 4.547080, 1.829566], [0.993929, 3.228517, -0.365182], [-1.207382, 3.077733, -2.558720], [-1.009262, 5.468631, -3.057761], [1.212066, 6.468567, -3.490233], [3.232124, 5.046196, -3.446942], [3.042489, 2.651285, -2.937604], [0.403811, 1.851277, -5.044717], [-0.754684, 0.887345, -6.980958], [-1.980010, -1.247368, -6.760070], [-2.042172, -2.418885, -4.585396], [-0.890248, -1.472215, -2.640549], [0.675743, -1.851446, -0.447504], [0.413738, -3.015189, 0.831840], [0.312878, -2.671089, 2.098923], [0.003417, -3.605853, 3.185640], [-0.675177, -4.837344, 2.613046], [0.130200, -5.375752, 1.442181], [0.353948, -4.290982, 0.480986], [0.319798, -1.678940, 2.281155], [-0.649785, -3.087573, 3.887882], [0.926142, -3.870910, 3.705417], [-1.680319, -4.577152, 2.278039], [-0.766098, -5.601356, 3.383014], [-0.411057, -6.166701, 0.927306], [1.089760, -5.779365, 1.771325], [0.427524, -4.498270, -0.502311]],
  "forces_ev_per_a": [[0.00, -0.10, 0.08], [-0.03, 0.01, 0.01], [0.01, -0.02, 0.00], [0.01, 0.01, 0.00], [0.01, 0.01, -0.01], [-0.03, 0.00, -0.01], [0.00, 0.00, -0.01], [0.01, 0.00, 0.00], [0.00, 0.01, -0.01], [0.02, -0.01, 0.02], [-0.05, -0.01, -0.01], [0.00, 0.03, -0.08], [0.02, -0.02, -0.01], [0.01, -0.01, 0.05], [-0.01, 0.02, 0.01], [0.00, -0.02, 0.01], [0.00, 0.01, 0.01], [0.01, -0.01, 0.01], [-0.01, -0.02, 0.02], [0.00, 0.04, -0.04], [0.01, 0.00, 0.00], [0.01, 0.00, -0.01], [0.00, 0.00, -0.01], [0.00, 0.00, 0.00], [0.00, 0.00, 0.00], [-0.01, 0.00, 0.00], [0.00, -0.01, 0.01], [0.01, -0.01, -0.01], [0.00, -0.01, 0.02], [0.00, 0.00, 0.00], [0.00, 0.00, 0.00], [0.00, 0.00, -0.02], [0.01, 0.01, 0.01], [0.00, 0.00, 0.00], [0.00, 0.00, 0.00], [-0.01, 0.00, 0.00], [0.05, 0.05, 0.02], [0.00, 0.04, -0.01], [-0.02, -0.01, 0.01], [-0.02, 0.00, -0.01], [-0.07, 0.01, 0.06], [0.07, 0.02, -0.06], [0.01, 0.00, -0.01], [0.05, 0.00, -0.10], [-0.03, 0.00, -0.01], [0.03, 0.04, 0.01], [-0.08, -0.01, 0.13], [-0.06, -0.01, 0.02], [0.01, -0.01, -0.02], [0.03, 0.01, 0.00], [0.02, 0.00, 0.01], [0.02, 0.01, 0.02], [-0.02, 0.02, -0.03], [0.00, -0.12, 0.03], [0.01, 0.05, -0.05], [0.00, -0.01, 0.01], [0.00, -0.01, 0.00], [0.00, 0.01, -0.01], [0.00, -0.01, 0.00], [-0.01, -0.01, 0.01], [0.03, 0.10, -0.07], [0.02, 0.02, 0.03], [0.01, -0.02, -0.02], [0.02, 0.01, 0.00], [0.00, 0.01, 0.00], [0.03, -0.02, 0.02], [-0.02, -0.05, 0.04], [-0.01, 0.01, 0.01], [0.00, 0.01, -0.04], [-0.02, 0.00, 0.00], [0.01, 0.00, 0.01], [-0.01, 0.00, -0.01], [0.00, -0.01, -0.01], [0.04, 0.00, -0.04], [0.00, 0.01, 0.01], [0.01, 0.00, 0.00], [-0.01, 0.01, 0.00], [0.01, 0.00, 0.02], [0.00, -0.02, 0.00], [0.01, -0.01, 0.00], [0.00, 0.00, -0.01], [0.01, -0.01, 0.01], [0.01, 0.00, 0.00], [0.00, 0.00, 0.00], [0.00, 0.00, 0.00], [0.00, 0.00, 0.00], [0.00, 0.00, 0.00], [0.00, 0.00, -0.01], [0.00, 0.01, 0.01], [-0.01, 0.00, 0.00], [0.00, 0.00, 0.00], [0.00, 0.02, 0.00], [-0.05, -0.04, 0.00], [0.00, 0.00, 0.00], [0.00, 0.00, 0.00], [0.00, 0.00, 0.00], [0.00, 0.00, 0.00], [0.00, 0.01, 0.00], [0.00, 0.00, 0.00], [0.00, 0.00, 0.00], [0.00, 0.00, 0.00], [0.02, -0.01, 0.02], [0.00, 0.06, -0.05], [-0.08, -0.01, 0.01], [0.05, 0.02, -0.02], [-0.02, 0.00, 0.01], [0.02, 0.00, 0.01], [-0.02, 0.00, -0.01], [0.02, 0.01, 0.01], [-0.01, -0.07, 0.00], [-0.01, -0.01, -0.01], [0.01, 0.00, 0.01], [-0.01, 0.01, -0.01], [0.00, 0.00, 0.00], [0.01, -0.01, 0.00], [0.01, 0.01, 0.01], [-0.02, 0.00, 0.00]],
  "charge": 2,
  "spin_multiplicity": 4,
  "s_squared": 3.770,
  "lumo_ev": [-4.4, -7.0],
  "gap_ha": [0.3187, 0.2302]
}

=====

DFT total energy readings, ordered: -9403.4381, -5387.0401 a.u.
ΔE to the lowest compared entry with this formula, charge and spin readings, ordered: 0.0034, 0.0080 eV